Density functional theory data (ωB97M-V/def2-TZVPD) for a structure of composition C25H18BaBrN4O2S2 in a non-equilibrium geometry.

HOMO-LUMO gap, eV: 4.45
E, Eh: -4728.917586

Geometry as ORCA input:
```
! RIJCOSX wB97M-V def2-TZVPD def2/J DEFGRID3
* xyz -1 1
Ba -0.9770 0.4531 -0.5744
Br 3.9642 6.2430 1.4805
C 3.3722 4.5285 0.8923
C 2.5817 3.7461 1.7201
C 2.1575 2.4991 1.3004
C 2.5031 2.0021 0.0325
C 3.2999 2.8177 -0.7922
C 3.7279 4.0675 -0.3595
N 2.0554 0.7697 -0.3730
C 2.4772 0.1622 -1.5985
C 1.7811 -0.7296 -2.3642
C 2.4303 -1.2679 -3.5562
C 1.8347 -2.2138 -4.3096
C 0.5351 -2.7064 -3.9570
C -0.0514 -2.1230 -2.8738
N 0.4726 -1.1501 -2.1021
H 2.2887 4.1078 2.6970
H 1.5449 1.8934 1.9554
H 3.5614 2.4966 -1.7877
H 4.3355 4.6810 -1.0122
H 3.4612 0.4214 -1.9626
H 3.4163 -0.8960 -3.8114
H 2.3439 -2.6002 -5.1863
H 0.0342 -3.4824 -4.5174
H -1.0545 -2.4457 -2.5854
O -2.6391 2.4765 -1.9341
S -3.1475 2.1816 -0.6120
O -3.5683 0.7880 -0.4723
N -2.0433 2.5381 0.5173
C -2.5338 3.4270 1.4230
S -1.7397 3.9564 2.7561
C -3.9313 3.8847 1.0677
C -4.7283 4.8008 1.7267
C -5.9870 5.0777 1.2071
C -6.4472 4.4508 0.0506
C -5.6536 3.5282 -0.6128
C -4.4063 3.2753 -0.0711
H -4.3533 5.2790 2.6230
H -6.6246 5.7954 1.7076
H -7.4314 4.6862 -0.3327
H -5.9916 3.0289 -1.5110
N 1.2139 0.0395 0.4957
C 1.8447 -0.6754 1.4736
C 1.0400 -1.4502 2.3399
C 1.5833 -2.1782 3.3810
C 2.9555 -2.1766 3.6170
C 3.7632 -1.4220 2.7712
C 3.2321 -0.6838 1.7229
H -0.0332 -1.4664 2.1789
H 0.9263 -2.7569 4.0215
H 3.3798 -2.7445 4.4350
H 4.8361 -1.4023 2.9317
H 3.8864 -0.1106 1.0774
*
```

Density functional theory data (ωB97M-V/def2-TZVPD) for a structure of composition C25H19AuN5OS2.

HOMO-LUMO gap, eV: 7.18
E, Eh: -2245.047372

Geometry as ORCA input:
```
! RIJCOSX wB97M-V def2-TZVPD def2/J DEFGRID3
* xyz 1 1
Au -0.0761 0.1906 -0.3636
S 4.6971 0.0072 -3.3482
C 6.2962 0.0035 -3.9493
C 7.2211 0.0080 -2.9516
C 6.6388 0.0129 -1.6696
C 5.2651 0.0163 -1.6970
C 4.3327 0.0359 -0.5893
C 2.9468 0.0945 -0.8431
N 2.0230 0.0998 0.0922
C 2.3942 0.0456 1.3923
C 3.7592 0.0188 1.7583
C 4.1074 -0.0016 3.1458
C 3.1633 0.0063 4.1145
C 1.7744 0.0112 3.7866
C 0.7533 0.0091 4.7467
C -0.5803 -0.0125 4.3580
C -0.8298 -0.0634 2.9696
N 0.1095 -0.0517 2.0685
C 1.3983 0.0083 2.4243
C -1.6903 -0.0008 5.2836
C -3.0358 0.0110 4.9993
C -3.8449 0.0175 6.1498
C -3.1204 0.0124 7.3009
S -1.4382 -0.0007 7.0038
C 4.7245 0.0104 0.7435
H 6.4608 -0.0006 -5.0113
H 8.2839 0.0115 -3.1264
H 7.2182 0.0162 -0.7611
H 2.5971 0.1401 -1.8637
H 5.1570 -0.0183 3.4011
H 3.4442 0.0016 5.1576
H 1.0090 0.0218 5.7985
H -1.8389 -0.1257 2.5832
H -3.4408 0.0216 4.0018
H -4.9205 0.0248 6.1198
H -3.4820 0.0163 8.3121
H 5.7710 -0.0193 1.0124
C -4.7614 2.4915 -0.3213
N -4.1508 1.1763 -0.3164
C -4.8590 0.0608 -0.0669
C -4.2716 -1.1604 0.0270
C -2.8626 -1.2209 -0.1567
N -2.1871 -0.1208 -0.4552
C -2.7680 1.1155 -0.5088
O -2.1077 2.1127 -0.6963
N -2.1831 -2.3611 -0.0253
H -5.8435 2.3952 -0.3031
H -4.4481 3.0344 -1.2111
H -4.4303 3.0602 0.5486
H -5.9241 0.1862 0.0652
H -4.8441 -2.0469 0.2371
H -2.6407 -3.2225 0.2143
H -1.1825 -2.3322 -0.1492
*
```

Density functional theory data (ωB97M-V/def2-TZVPD) for a structure of composition C25H19B4NO33V in a non-equilibrium geometry.

HOMO-LUMO gap (spin up / spin down), eV: 3.01 / 6.93
E, Eh: -4545.977989

Geometry as ORCA input:
```
! RIJCOSX wB97M-V def2-TZVPD def2/J DEFGRID3
* xyz -3 5
V 0.0695 0.4637 1.2726
O -0.7420 1.0358 -6.3536
C -1.0506 1.5951 -5.3026
O -1.3475 0.9799 -4.1444
B -1.7554 2.0631 -3.1836
O -1.3811 3.2955 -3.8000
C -1.0691 3.1494 -5.1089
O -0.8592 4.0151 -6.0301
O -1.0347 1.8555 -1.8328
C -1.9369 1.7090 -0.9217
O -1.6749 1.4796 0.3225
C -3.3494 1.7047 -1.6003
O -3.1607 1.9445 -2.8633
O -4.4207 1.4766 -1.0653
O 0.7834 -5.3709 -4.6875
C 1.3226 -4.4310 -3.9950
O 1.7926 -4.4778 -2.7842
B 2.2707 -3.1566 -2.4164
O 2.2792 -2.3941 -3.6856
C 1.5554 -3.0300 -4.5509
O 1.0816 -2.5769 -5.6918
O 1.2654 -2.5971 -1.4053
C 1.9692 -1.9120 -0.5407
O 1.4515 -1.2309 0.3576
C 3.5699 -2.2622 -0.6762
O 3.5989 -3.0875 -1.7818
O 4.5179 -1.9353 -0.0534
O -1.3605 -1.4218 0.9422
C -1.7086 -1.9537 -0.1040
O -2.0671 -1.3753 -1.3238
B -2.3814 -2.4035 -2.3838
O -2.3334 -3.6449 -1.5703
C -2.0118 -3.4343 -0.3034
O -1.8300 -4.2610 0.5892
O -1.4725 -2.4360 -3.5286
C -2.1493 -1.9709 -4.5679
O -1.5918 -1.7125 -5.6158
C -3.5628 -1.6667 -4.1271
O -3.6532 -2.1387 -2.9790
O -4.4472 -1.1258 -4.8030
O 1.5760 4.1210 -1.1089
C 1.7794 3.0310 -1.7111
O 2.0571 2.8439 -2.9569
B 2.4065 1.4589 -3.2413
O 2.1337 0.7673 -2.0017
C 1.8888 1.6628 -1.1130
O 1.6809 1.5030 0.0980
O 3.8425 1.4296 -3.5991
C 3.8891 0.8227 -4.8318
O 4.8454 0.5178 -5.5264
C 2.4502 0.5686 -5.3083
O 1.7077 0.9574 -4.4120
O 2.0598 0.1278 -6.4094
C 0.2710 -1.0600 5.9592
C -0.6314 -0.4771 4.7842
C -1.8773 0.1938 5.4476
C -1.4702 1.4935 6.2205
C -0.7653 2.3970 5.2153
C 0.3916 1.8002 4.3665
N 0.0677 0.4874 3.8819
O 1.2103 -0.1357 3.1336
C 0.4413 2.7553 3.0737
C 1.7558 1.8203 5.1726
C -1.2735 -1.6971 4.0359
H 0.6822 -0.3261 6.6523
H 1.0472 -1.6745 5.5032
H -0.2694 -1.7580 6.5987
H -2.7007 0.3718 4.7560
H -2.2678 -0.5845 6.1033
H -0.8648 1.2014 7.0785
H -2.3301 2.0284 6.6238
H -0.2513 3.2094 5.7290
H -1.5904 2.8011 4.6289
H 1.2725 2.7488 2.3687
H -0.4095 2.4392 2.4702
H 0.2593 3.7909 3.3609
H 1.6953 2.4901 6.0304
H 2.3375 0.8988 5.1491
H 2.3381 2.4716 4.5208
H -1.9165 -1.3299 3.2361
H -1.9791 -2.1980 4.6986
H -0.4590 -2.3667 3.7593
H 1.7936 -0.3637 3.8611
*
```

Density functional theory data (ωB97M-V/def2-TZVPD) for a structure of composition C25H19CoF3N4O7PS in a non-equilibrium geometry.

Energy above the lowest of the compared OMol25 structures with the same formula, charge and spin, kcal per mole: 0.00
HOMO-LUMO gap (spin up / spin down), eV: 8.18 / 8.24
E, Eh: -4131.520016

Geometry as ORCA input:
```
! RIJCOSX wB97M-V def2-TZVPD def2/J DEFGRID3
* xyz 0 5
Co 1.0316 0.4669 0.1724
O 2.3946 2.5447 -1.4858
N 1.1781 1.8761 -1.4196
C 0.4000 2.2360 -2.3437
C -0.9632 1.7396 -2.6470
C -1.7289 2.5952 -3.4387
C -3.0385 2.3519 -3.7516
C -3.6280 1.1641 -3.3444
C -2.8870 0.2549 -2.6157
C -1.5516 0.5348 -2.2234
P -0.7005 -0.6392 -1.1325
C -1.9994 -1.2247 -0.0340
C -2.3139 -0.3466 1.0121
C -3.2763 -0.6827 1.9455
C -3.9125 -1.9314 1.8695
C -3.5905 -2.8203 0.8316
C -2.6229 -2.4613 -0.1053
C -0.0938 -2.0329 -2.1254
C 0.8809 -2.8155 -1.4583
C 1.3547 -3.9546 -2.0677
C 0.8437 -4.3577 -3.3117
C -0.0835 -3.5820 -3.9675
C -0.5545 -2.3789 -3.3932
H 2.9921 2.1129 -0.8154
H 0.7126 2.9867 -3.0318
H -1.2074 3.4753 -3.8216
H -3.5758 3.1026 -4.3584
H -4.6792 0.9481 -3.5310
H -3.3764 -0.6259 -2.2426
H -1.8052 0.5947 1.1015
H -3.4784 -0.0888 2.8218
H -4.6376 -2.2411 2.6106
H -4.0334 -3.8129 0.7660
H -2.3509 -3.1459 -0.9039
H 1.2207 -2.5291 -0.4383
H 2.0778 -4.5481 -1.5116
H 1.1909 -5.2876 -3.7778
H -0.5210 -3.8953 -4.9030
H -1.2988 -1.7776 -3.9077
F 2.9327 -1.8844 3.6312
C 2.0017 -1.0456 4.0724
F 2.4949 0.1718 4.4034
F 1.6412 -1.6194 5.2311
S 0.5466 -0.8725 2.8937
O -0.6064 -0.7506 3.7255
O 0.6948 -2.0118 2.0051
O 0.8195 0.4140 2.1525
C 0.9754 3.7264 3.7955
O 1.4698 3.5352 2.4641
C 0.5813 3.5940 1.4777
O -0.5587 3.8609 1.4765
H 0.7240 2.7422 4.2284
H 0.0771 4.3429 3.7995
H 1.8031 4.1833 4.3448
O 2.9208 0.6711 0.0833
N 3.6676 0.3330 1.1403
C 4.4403 1.2235 1.6582
C 5.4577 0.7472 2.6039
N 6.3332 0.4620 3.3011
C 4.5716 2.6292 1.3537
N 4.6428 3.7431 1.1356
*
```

Density functional theory data (ωB97M-V/def2-TZVPD) for a structure of composition C25H19CuNO4P.

HOMO-LUMO gap, eV: 6.76
E, Eh: -3301.470295

Geometry as ORCA input:
```
! RIJCOSX wB97M-V def2-TZVPD def2/J DEFGRID3
* xyz 0 1
Cu 0.0429 -1.6773 -0.4028
O -2.6883 -1.3024 3.2369
C -1.7411 -1.1396 2.2750
O -2.3107 -1.1455 0.9596
C -0.4109 -0.9659 2.4991
C 0.1164 -0.8801 3.8482
C 1.4503 -0.7425 4.0462
C 2.3545 -0.6991 2.9486
C 1.7810 -0.7785 1.7039
N 0.4786 -0.8634 1.4619
C 2.5722 -0.8601 0.4302
O 3.8358 -0.4501 0.4410
O 2.0964 -1.3019 -0.5994
H -3.0368 -0.4337 3.5030
H -0.5697 -0.9391 4.6808
H 1.8371 -0.6867 5.0562
H 3.4240 -0.6918 3.1089
H 4.0346 -0.0645 1.3056
C -4.1845 4.7109 -1.5482
C -4.1306 4.8197 -0.1691
C -3.4532 3.8674 0.5850
C -2.8196 2.7971 -0.0374
C -2.8583 2.7111 -1.4321
C -3.5437 3.6512 -2.1807
P -1.8180 1.5379 0.8450
C -2.2038 1.8820 2.6092
C -1.1456 2.2048 3.4547
C -1.3663 2.4550 4.8023
C -2.6497 2.3799 5.3237
C -3.7136 2.0518 4.4924
C -3.4923 1.8054 3.1437
C -2.8981 0.0778 0.5658
C -4.1506 0.0001 0.1076
C -4.8654 -1.2409 -0.0926
C -4.3086 -2.4082 -0.4557
C -2.9116 -2.6115 -0.7962
C -1.8067 -2.0408 -0.3233
H -4.7164 5.4505 -2.1324
H -4.6182 5.6476 0.3296
H -3.4215 3.9668 1.6618
H -2.3498 1.8928 -1.9305
H -3.5733 3.5649 -3.2592
H -0.1385 2.2376 3.0545
H -0.5320 2.6993 5.4469
H -2.8222 2.5706 6.3748
H -4.7171 1.9865 4.8932
H -4.3284 1.5579 2.4992
H -4.6562 0.9268 -0.1355
H -5.9456 -1.1929 -0.0170
H -4.9749 -3.2414 -0.6482
H -2.7115 -3.2944 -1.6179
*
```

Density functional theory data (ωB97M-V/def2-TZVPD) for a structure of composition C25H20BrCl2GeNO3Pd.

Energy above the lowest of the compared OMol25 structures with the same formula, charge and spin, kcal per mole: 3.34
HOMO-LUMO gap (spin up / spin down), eV: 7.16 / 7.02
E, Eh: -6944.428479

Geometry as ORCA input:
```
! RIJCOSX wB97M-V def2-TZVPD def2/J DEFGRID3
* xyz -1 2
Pd -0.3428 1.3456 -1.6356
O -5.4509 -1.4459 -2.5129
C -4.1718 -0.9918 -2.4099
C -3.1205 -1.6291 -3.0748
C -1.8459 -1.1249 -2.9328
N -1.6573 -0.0593 -2.1639
C -2.6204 0.5555 -1.5319
Br -1.0741 2.8415 -3.6757
C -3.9339 0.1258 -1.6189
H -5.4700 -2.2070 -3.1025
H -3.2975 -2.5014 -3.6912
H -0.9823 -1.5580 -3.4194
H -4.7463 0.6229 -1.1099
Cl 3.8300 3.8262 -3.5115
C 2.6150 4.0274 -2.2511
Cl 3.3425 4.7670 -0.8029
C 1.9019 2.7146 -1.8949
O 2.1469 1.6870 -2.5184
O 0.9910 2.8558 -1.0128
H 1.8592 4.7179 -2.6161
C -1.2494 -4.4244 0.2067
C -2.1489 -3.3752 0.3431
C -1.6890 -2.0678 0.3790
C -0.3287 -1.7733 0.2835
C 0.5592 -2.8389 0.1567
C 0.1068 -4.1520 0.1150
Ge 0.3097 0.0953 0.2837
C -0.4406 0.9557 1.8805
C -0.4060 2.3462 1.9861
C -0.8998 2.9817 3.1154
C -1.4399 2.2383 4.1567
C -1.4821 0.8555 4.0635
C -0.9848 0.2222 2.9315
C 2.2577 0.0165 0.5624
C 3.1425 -0.3155 -0.4610
C 4.5053 -0.4092 -0.2228
C 5.0107 -0.1677 1.0466
C 4.1452 0.1712 2.0754
C 2.7811 0.2613 1.8315
H -1.6048 -5.4476 0.1756
H -3.2115 -3.5746 0.4199
H -2.4068 -1.2611 0.4824
H 1.6240 -2.6457 0.0909
H 0.8177 -4.9633 0.0127
H 0.0107 2.9333 1.1749
H -0.8679 4.0626 3.1802
H -1.8274 2.7360 5.0377
H -1.9017 0.2678 4.8714
H -1.0242 -0.8599 2.8709
H 2.7693 -0.4620 -1.4667
H 5.1768 -0.6529 -1.0367
H 6.0767 -0.2315 1.2296
H 4.5307 0.3731 3.0677
H 2.1163 0.5366 2.6431
*
```